Density functional theory data (wB97M-V/def2-TZVPD) for a molecular structure, C10H18Cl2HoN2O2PS.

Each line ends with the Löwdin spin population.
CARTESIAN COORDINATES (ANGSTROEM)
C1 0.85728 0.69786 -3.59342  0.0004
H1 -0.04001 3.83755 -1.66008  0.0000
O1 0.98766 2.72865 0.86245  0.0006
C2 3.16797 -2.35190 2.84344  0.0000
H2 -1.43342 2.17037 -4.11609  -0.0001
H3 4.23634 -2.34905 2.70065  0.0000
H4 -2.16771 0.76463 -3.28544  0.0000
H5 -3.87914 0.49273 -1.50900  -0.0001
S1 -0.35092 -0.71831 2.18880  -0.0055
Cl1 -1.41141 -0.87136 -1.06875  -0.0047
C3 0.95593 1.63611 0.48741  -0.0043
Cl2 3.34251 -0.73661 -1.01612  -0.0093
Ho1 1.03220 -0.66126 -0.11232  4.0304
H6 -0.60135 -2.45227 4.72663  -0.0001
P1 -0.08453 1.51246 -2.25796  -0.0033
C4 -2.77772 1.29744 -0.02383  0.0000
C5 0.51569 3.21837 -2.37252  -0.0006
H7 1.92817 0.77307 -3.38799  0.0000
H8 2.58447 -3.92911 4.28893  0.0000
H9 -0.84628 -3.55669 3.33521  0.0000
N1 2.34139 -1.45281 2.17374  -0.0011
C6 -3.94700 0.64868 -0.41403  -0.0002
H10 0.57369 -0.35845 -3.65075  0.0001
H11 0.60105 1.20591 -4.52754  0.0001
O2 -1.90198 1.86057 0.49972  0.0000
C7 2.36361 -3.11992 3.62485  -0.0005
C8 1.03426 -1.61766 2.60198  -0.0007
H12 1.58032 3.24284 -2.12164  0.0000
H13 2.69447 -0.61553 1.70119  0.0001
H14 -2.33899 2.40666 -2.59054  0.0000
N2 1.05717 -2.66728 3.44197  -0.0002
H15 0.34841 3.57670 -3.39445  -0.0001
C9 -0.13088 -3.21622 4.09460  -0.0001
H16 0.18870 -4.06426 4.70646  0.0000
H17 -3.96375 -0.31212 0.13295  -0.0001
H18 -4.84329 1.24965 -0.16957  0.0000
C10 -1.67291 1.73056 -3.13892  -0.0007

Force components x, y, z for each atom (eV/Å):
C -0.03 -0.10 0.21
H 0.16 0.08 -0.16
O -0.27 -3.66 -1.42
C -0.17 -0.56 0.28
H -0.18 -0.05 0.28
H -0.09 -0.06 -0.01
H 0.08 0.19 -0.08
H -0.17 -0.17 0.47
S 0.42 0.04 -0.12
Cl 0.14 -0.85 0.22
C 0.75 4.59 1.79
Cl -0.49 0.11 0.38
Ho -1.58 -0.39 -1.83
H 0.17 -0.22 -0.17
P 1.00 0.36 -0.47
C 4.87 2.57 3.41
C 0.07 0.02 0.04
H -0.09 -0.02 -0.14
H 0.11 -0.17 0.11
H 0.22 0.09 0.22
N -0.78 0.40 0.19
C -1.37 -0.39 -0.86
H 0.07 0.13 -0.16
H 0.23 -0.20 -0.02
O -4.24 -2.25 -2.68
C 0.07 0.91 -0.84
C 0.71 -0.60 0.81
H -0.12 0.19 -0.09
H 0.34 -0.33 0.71
H 0.04 0.03 -0.18
N 0.25 0.30 -0.22
H 0.18 0.15 0.25
C -0.21 -0.15 0.11
H -0.14 0.22 -0.12
H 0.03 0.19 -0.31
H 0.40 -0.01 0.02
C -0.35 -0.39 0.38

Its multiplicity is 5. The orbital gap (spin up / spin down) comes out at 7.160 / 7.206 eV. Its expectation value of S² is 6.005. The electronic energy is -3259.3440 hartree. The net charge is +2. For the largest force on an atom, the calculation gives 6.473 eV Å⁻¹.